1.
The following is a quantum chemistry calculation of 2 unconnected molecules or ions with the total composition C5H13O6P, from OMol25.

Values from the calculation:
Molar mass = 200.1 g/mol
LUMO level = 0.02740 Ha
Gap between HOMO and LUMO = 0.4027 Eh
Total charge = 0
SMILES = CCCCOC(=O)OP(O)O.O

The geometry in XYZ format:
```
25
Properties=species:S:1:pos:R:3:forces:R:3
C 3.036112 -0.190288 1.434712 -0.29 -0.21 0.01
C 2.081677 -0.308876 0.234506 0.05 -0.11 0.39
C 0.883748 -1.213554 0.550660 -0.22 0.64 -0.09
C -0.202509 -1.121659 -0.531279 0.54 -0.65 -0.02
O -1.557223 -1.055422 -0.030255 0.14 0.21 0.12
C -2.078582 0.077315 0.440425 -0.56 0.07 0.23
O -3.268795 0.260347 0.407024 0.31 -0.01 -0.13
O -1.210096 0.972315 0.955423 0.37 -0.32 -0.54
P -1.361754 2.572863 0.353448 0.06 0.33 0.06
O 0.157289 2.961705 0.732252 -0.24 -0.07 0.21
O -1.137490 2.286374 -1.240332 -0.20 -0.51 0.10
H 3.036362 -1.124145 2.006458 0.17 0.04 -0.12
H 4.059218 0.031569 1.130422 -0.07 0.08 0.07
H 2.689506 0.583179 2.128060 0.11 -0.03 -0.09
H 2.613558 -0.695069 -0.638697 -0.04 0.09 -0.01
H 1.708586 0.688062 -0.020006 0.08 -0.08 -0.24
H 1.222550 -2.244580 0.661634 -0.08 0.03 0.13
H 0.446033 -0.879908 1.495558 0.06 -0.18 0.02
H -0.005861 -0.313278 -1.237302 -0.22 0.19 0.19
H -0.209645 -2.049780 -1.105481 -0.13 0.18 -0.05
H 0.668187 2.172124 0.960579 0.16 0.10 -0.12
H -1.933297 1.922414 -1.663208 0.09 0.28 -0.06
O -2.929350 -1.090083 -2.612440 0.07 0.15 -0.02
H -2.861832 -0.894932 -1.669229 -0.13 -0.22 -0.01
H -3.846391 -1.346693 -2.742932 -0.02 0.02 -0.01
```
Forces are in eV/Å.

---

2.
The following is a quantum chemistry calculation of a single C16H20N2O5S molecule, from OMol25.

Values from the calculation:
Molar mass = 352.4 g/mol
LUMO level = 0.02099 Ha
Gap between HOMO and LUMO = 0.3457 Eh
Total charge = 0
SMILES = CC(C)NS(=O)(=O)c1ccc(OCC(=O)NCc2ccco2)cc1

The geometry in XYZ format:
```
44
Properties=species:S:1:pos:R:3:forces:R:3
C -2.048062 -3.720217 -0.504453 -0.17 0.31 0.21
H -2.952116 -4.039366 -1.017836 -0.09 -0.09 -0.11
H -1.388783 -3.247708 -1.228457 0.11 0.03 -0.11
H -1.556830 -4.598571 -0.094173 0.02 -0.08 0.03
C -2.381685 -2.736039 0.612996 0.45 -0.41 0.42
N -2.986380 -1.549561 0.024191 -0.39 0.59 0.25
S -3.494124 -0.328450 1.051060 0.01 -0.01 -0.33
O -4.595895 0.308890 0.389826 0.12 0.00 -0.26
O -3.681516 -0.815700 2.389376 0.31 0.02 -0.08
C -2.093534 0.777843 1.014545 -0.44 -0.36 0.09
C -1.442196 1.132336 2.181180 -0.04 -0.01 0.06
C -0.371495 2.000134 2.124734 0.13 0.14 -0.20
C 0.044977 2.521672 0.897165 -0.25 -0.22 0.19
C -0.617921 2.156607 -0.272909 0.11 0.15 -0.01
C -1.690965 1.284044 -0.203631 0.01 0.06 0.01
H -2.226885 0.992909 -1.092431 0.01 0.01 -0.20
H -0.309400 2.541328 -1.232080 0.00 0.05 -0.11
O 1.109135 3.371468 0.950034 0.03 -0.09 0.20
C 1.481200 4.056804 -0.226396 -0.03 0.23 -0.32
H 2.217791 4.800503 0.093449 -0.11 -0.09 -0.09
H 0.631834 4.581553 -0.677411 0.11 -0.13 0.00
C 2.133200 3.159263 -1.285964 -0.07 0.11 0.48
O 2.047156 3.391145 -2.471519 -0.12 0.21 -0.32
N 2.822190 2.130266 -0.760021 0.18 -0.27 0.26
H 2.816193 1.999100 0.240717 -0.10 0.05 -0.08
C 3.479681 1.136858 -1.579375 0.19 -0.10 -0.18
C 2.972145 -0.240525 -1.303107 -0.80 0.24 0.00
C 1.709364 -0.749863 -1.208774 0.54 0.36 -0.07
C 1.862707 -2.130854 -0.929388 0.54 -0.23 0.03
C 3.201968 -2.354086 -0.871764 -0.72 -0.48 0.07
O 3.881117 -1.215857 -1.090221 0.45 0.24 -0.07
H 3.775651 -3.241042 -0.692088 0.17 -0.07 0.02
H 1.085250 -2.853757 -0.796477 -0.12 -0.22 0.05
H 0.790430 -0.211575 -1.324360 -0.17 0.19 -0.03
H 3.286160 1.428231 -2.617883 0.14 -0.07 0.17
H 4.560715 1.151067 -1.402990 -0.10 0.01 -0.11
H 0.154940 2.301196 3.016364 0.04 0.03 0.11
H -1.790924 0.727600 3.117876 0.03 -0.03 0.15
H -3.727321 -1.763009 -0.626935 -0.26 0.12 -0.08
C -1.132739 -2.314059 1.379553 -0.18 -0.23 -0.04
H -0.486395 -1.713694 0.744561 0.13 0.05 -0.07
H -0.588039 -3.192893 1.715710 0.07 -0.06 0.07
H -1.418372 -1.727957 2.247067 0.15 0.00 0.13
H -3.082225 -3.206034 1.320241 0.12 0.03 -0.13
```
Forces are in eV/Å.

---

3.
The following is a quantum chemistry calculation of a single C16H13NO3S2 molecule in a non-equilibrium geometry, from OMol25.

Values from the calculation:
Molar mass = 331.4 g/mol
LUMO level = -0.02202 Ha
Gap between HOMO and LUMO = 0.2918 Eh
Total charge = 0
SMILES = O=C(CCC(=O)c1cccs1)OCc1nc2ccccc2s1

The geometry in XYZ format:
```
35
Properties=species:S:1:pos:R:3:forces:R:3
O -0.075685 1.355529 1.530219 1.43 1.49 -5.14
C -0.077555 1.752212 0.316558 -3.44 0.29 3.56
O 0.920197 2.474757 -0.368741 -5.70 -2.28 -0.24
C 2.054245 2.476740 0.311104 4.24 1.77 1.74
C 2.868852 1.115540 0.013915 -1.71 5.63 3.15
N 3.955890 1.063079 0.709640 -1.46 -0.11 -0.25
C 4.466193 -0.189149 0.510981 0.02 2.24 -3.73
C 5.789225 -0.500223 0.610453 0.26 0.41 3.52
C 6.158583 -1.751548 0.234578 4.52 -3.17 1.75
C 5.423775 -2.626630 -0.461985 -4.62 3.30 -1.48
C 4.076592 -1.946784 -0.831066 4.30 -9.88 -2.82
C 3.621370 -0.789859 -0.550427 8.45 -2.79 5.35
S 2.251877 -0.246873 -0.892087 -6.97 5.01 -1.40
H 3.513890 -2.678248 -1.417768 -0.31 0.46 -0.27
H 5.714916 -3.575983 -0.881438 -0.18 -0.08 0.32
H 7.111659 -2.178512 0.749639 -1.20 1.01 -1.39
H 6.475002 -0.051229 1.391095 -1.14 0.16 -1.29
H 1.789026 2.623270 1.489976 1.32 -0.52 -2.76
H 2.608319 3.487274 -0.153069 -0.77 -2.92 1.60
C -1.497520 1.726961 -0.417059 6.27 -8.02 -4.58
C -2.454718 0.573182 -0.150588 0.59 0.45 4.63
C -3.972898 0.984278 -0.227532 3.73 1.04 -2.74
O -4.223269 2.077028 -0.758700 -0.69 -2.07 1.80
C -4.869712 -0.133896 0.057666 -3.12 4.90 -3.85
C -6.171246 0.056640 -0.522291 3.73 -10.74 6.63
C -6.744840 -1.279368 0.060544 -1.72 -2.01 -1.07
C -5.955549 -2.451868 0.495121 1.42 10.45 -3.40
S -4.299652 -1.584066 0.447990 -0.48 -4.75 1.93
H -6.275623 -3.298810 0.934370 -0.56 -2.76 1.27
H -7.858593 -1.478726 0.081408 1.21 0.47 -0.24
H -6.644532 0.885020 -0.691343 -2.59 4.57 -1.26
H -2.165537 -0.412643 -0.615098 -0.55 1.16 0.56
H -2.290261 0.525255 1.048254 -0.51 -0.86 -2.27
H -2.012884 2.511911 -0.481577 -3.46 7.00 0.10
H -1.209554 1.485723 -1.572756 -0.34 1.13 2.27
```
Forces are in eV/Å.

---

4.
The following is a quantum chemistry calculation of 2 unconnected molecules or ions with the total composition C3H5BrClNO3 in a non-equilibrium geometry, from OMol25.

Values from the calculation:
Molar mass = 218.4 g/mol
LUMO level (spin up / spin down) = -0.07195 / -0.14576 Ha
Gap between HOMO and LUMO (spin up / spin down) = 0.3242 / 0.1942 Eh
Total charge = 0

The geometry in XYZ format:
```
14
Properties=species:S:1:pos:R:3:forces:R:3
C -1.170769 -1.095952 0.163431 1.72 -1.99 -2.24
C -0.789660 0.134998 -0.666768 -1.02 -0.34 0.41
C 0.390122 0.724754 0.076960 -0.77 0.99 -0.24
N 0.275454 1.771343 0.997796 -1.80 1.12 0.76
O -0.894421 2.148029 1.254851 0.90 -0.49 -0.44
O 1.264828 2.253811 1.518685 0.14 -0.04 -0.02
O -0.418772 -0.200688 -1.995958 0.66 -2.36 0.18
Cl 1.897978 0.078855 0.055327 0.74 -0.87 -0.65
Br 5.143349 -0.993911 0.331349 0.08 -0.02 0.01
H -2.002454 -1.508984 -0.344873 -1.10 -0.63 -0.26
H -1.399851 -0.920973 1.145372 -0.81 0.96 2.41
H -0.401632 -1.944841 0.221980 -0.53 1.39 -0.47
H -1.802105 0.730881 -0.729844 2.60 -0.34 0.32
H -0.092064 -1.177326 -2.028302 -0.82 2.61 0.22
```
Forces are in eV/Å.

---

5.
The following is a quantum chemistry calculation of a single C3H3Cl3Si molecule in a non-equilibrium geometry, from OMol25.

Values from the calculation:
Molar mass = 173.5 g/mol
LUMO level = 0.02279 Ha
Gap between HOMO and LUMO = 0.3869 Eh
Total charge = 0
SMILES = Cl[Si](Cl)(Cl)C1=CC1

The geometry in XYZ format:
```
10
Properties=species:S:1:pos:R:3:forces:R:3
C -0.538452 -1.447927 0.096401 -1.30 2.70 0.01
C -0.024491 -0.290996 -0.013003 -0.84 1.65 0.36
C -1.682876 -0.489684 0.158175 2.18 1.03 -0.20
Si 1.315577 0.964658 -0.099777 -0.80 -2.14 -0.14
Cl 1.720257 1.703601 1.690948 0.15 0.52 0.95
Cl 2.961385 0.083569 -0.849518 0.66 -0.28 -0.11
Cl 0.720374 2.293294 -1.407771 -0.48 1.49 -1.01
H -0.295601 -2.401329 0.053129 0.81 -4.39 -0.01
H -2.216930 -0.286749 -0.814515 0.14 -0.08 1.65
H -1.959243 -0.128436 1.185931 -0.52 -0.50 -1.51
```
Forces are in eV/Å.

---

6.
The following is a quantum chemistry calculation of 2 unconnected molecules or ions with the total composition C4H7FN2O2S in a non-equilibrium geometry, from OMol25.

Values from the calculation:
Molar mass = 166.2 g/mol
LUMO level = -0.05437 Ha
Gap between HOMO and LUMO = 0.1935 Eh
Total charge = 0

The geometry in XYZ format:
```
17
Properties=species:S:1:pos:R:3:forces:R:3
C -1.139496 -0.631794 1.833097 -0.76 0.32 -1.21
S 0.513630 -0.912927 1.038811 2.08 -2.05 3.52
O 1.611325 -0.351554 1.827784 -1.93 0.34 -1.96
O 0.748939 -2.345012 0.750698 -1.28 2.40 -0.97
C 0.426907 0.019350 -0.571578 -0.24 -0.75 1.29
N -0.290798 1.187446 -0.681259 2.52 -2.12 -3.53
C -0.123053 1.572638 -2.057840 1.59 -2.61 -0.79
C 0.691569 0.538278 -2.690987 -1.40 2.02 1.27
N 1.049922 -0.441035 -1.703350 -2.88 4.17 0.50
H -1.100665 0.189092 2.620715 0.78 -1.31 0.07
H -1.898918 -0.346065 1.027819 1.02 -0.60 0.61
H -1.433247 -1.639120 2.241386 0.59 1.21 -0.15
H -0.818954 1.651815 0.059945 0.36 -0.31 -0.21
H -0.574329 2.475766 -2.534829 0.52 -1.09 0.73
H 0.990047 0.502862 -3.764940 -0.21 -0.10 1.34
H 1.620278 -1.285665 -1.780491 -0.36 0.30 0.21
F -0.273158 -0.184075 4.385019 -0.39 0.17 -0.71
```
Forces are in eV/Å.

---

7.
The following is a quantum chemistry calculation of a gas-phase ion, C5H6BrN2O (charge +1) in a non-equilibrium geometry, from OMol25.

Values from the calculation:
Molar mass = 190.0 g/mol
LUMO level (spin up / spin down) = -0.18197 / -0.18194 Ha
Gap between HOMO and LUMO (spin up / spin down) = 0.3238 / 0.3238 Eh
Total charge = +1
SMILES = Cn1cccc(Br)[n+]1=O

The geometry in XYZ format:
```
15
Properties=species:S:1:pos:R:3:forces:R:3
C -0.295101 1.803049 0.128953 1.05 -1.08 0.02
C 1.127889 1.841687 0.054903 1.92 -1.49 -0.69
C -1.013039 0.659199 0.119163 -0.72 2.01 0.42
C 1.795025 0.645197 0.077541 -1.12 -2.60 -0.83
C -1.268056 -1.749231 -0.062103 -2.25 -1.58 1.70
N -0.434573 -0.548690 0.075773 -0.82 -2.85 -0.06
N 0.831481 -0.759001 -0.021536 2.97 5.40 0.57
O 1.373427 -1.788007 -0.205356 -0.25 -1.58 -0.06
Br 3.530172 -0.057126 -0.123242 -0.89 1.31 0.24
H -0.734103 2.722201 0.270684 -1.42 1.76 -0.05
H 1.764374 2.746449 -0.172714 -1.08 -0.87 0.76
H -2.112653 0.624391 0.163363 0.78 0.10 0.04
H -0.681288 -2.719133 0.144839 -0.97 1.86 -0.13
H -2.275152 -1.668928 0.636936 2.93 -0.12 -1.64
H -1.608410 -1.752051 -1.087210 -0.13 -0.27 -0.32
```
Forces are in eV/Å.

---

The lowest molar mass belongs to which entry?
C4H7FN2O2S